*w*
This record from the OMol25 dataset describes a molecular structure, C23H35CaClIN3O2S2. The level of theory is wB97M-V/def2-TZVPD.

Positions of all 68 atoms, in Å:
Ca 0.081 -0.619 -0.128
Cl -3.006 7.063 -0.684
C -1.781 5.878 -0.244
C -0.529 6.310 0.085
C 0.456 5.397 0.455
I 2.343 6.101 1.003
C 0.259 3.995 0.519
O 1.126 3.183 0.897
C -1.095 3.557 0.120
N -1.341 2.219 0.140
C -2.559 1.798 -0.118
C -3.619 2.657 -0.453
C -3.389 3.999 -0.519
C -2.102 4.496 -0.224
H -0.305 7.369 0.065
H -2.696 0.723 -0.050
H -4.597 2.241 -0.664
H -4.176 4.692 -0.786
C 0.446 0.806 3.014
N 0.974 -0.372 2.337
C 0.394 -1.578 2.919
C 2.434 -0.422 2.352
C 3.067 0.588 1.406
N 2.821 0.270 0.008
C 3.655 -0.827 -0.458
C 3.055 1.426 -0.847
H 0.735 0.801 4.082
H -0.642 0.794 2.946
H 0.796 1.717 2.536
H 0.597 -1.638 4.004
H 0.814 -2.460 2.431
H -0.683 -1.577 2.745
H 2.723 -1.432 2.053
H 2.816 -0.256 3.376
H 4.153 0.633 1.620
H 2.660 1.581 1.593
H 4.724 -0.535 -0.430
H 3.376 -1.080 -1.481
H 3.504 -1.727 0.132
H 4.122 1.720 -0.831
H 2.453 2.267 -0.510
H 2.771 1.168 -1.867
C 1.773 -2.564 -4.476
C 1.360 -2.307 -3.034
S 0.664 -0.688 -2.798
C 1.532 -3.265 -2.099
C 2.125 -4.610 -2.467
S 1.129 -3.167 -0.374
H 1.724 -1.633 -5.038
H 1.107 -3.282 -4.971
H 2.792 -2.955 -4.557
H 2.117 -4.808 -3.540
H 1.568 -5.404 -1.965
H 3.161 -4.688 -2.114
C -3.513 -1.875 -1.030
C -2.945 -1.983 0.396
C -2.488 -3.427 0.632
C -4.056 -1.643 1.405
O -1.892 -1.101 0.566
H -4.294 -2.621 -1.216
H -2.706 -2.024 -1.751
H -3.942 -0.884 -1.200
H -3.324 -4.132 0.538
H -2.059 -3.520 1.633
H -1.701 -3.700 -0.073
H -4.938 -2.283 1.289
H -4.359 -0.600 1.278
H -3.671 -1.760 2.422

Its net charge is -2. The HOMO energy is -0.6 eV.

***

*x*
This record from the OMol25 dataset describes a molecular structure, C23H35CaClIN3O2S2. The level of theory is wB97M-V/def2-TZVPD.

Positions of all 68 atoms, in Å:
Ca 0.177 -0.536 0.219
Cl -1.056 -4.388 -5.805
C -0.780 -3.080 -4.665
C -0.572 -1.811 -5.167
C -0.339 -0.786 -4.279
I -0.046 1.197 -4.974
C -0.289 -0.907 -2.875
O -0.055 0.069 -2.122
C -0.569 -2.242 -2.393
N -0.645 -2.375 -1.066
C -0.952 -3.545 -0.551
C -1.160 -4.682 -1.324
C -1.081 -4.587 -2.701
C -0.805 -3.331 -3.283
H -0.599 -1.638 -6.233
H -1.047 -3.570 0.526
H -1.379 -5.630 -0.850
H -1.246 -5.448 -3.337
C 3.157 1.219 0.728
N 2.139 1.633 -0.208
C 2.583 1.383 -1.559
C 1.732 3.002 0.007
C 0.354 3.284 -0.591
N -0.677 2.470 0.011
C -1.837 2.401 -0.848
C -1.053 2.941 1.325
H 4.110 1.771 0.583
H 3.313 0.151 0.590
H 2.800 1.375 1.746
H 3.447 2.023 -1.837
H 1.775 1.557 -2.262
H 2.872 0.336 -1.641
H 2.461 3.724 -0.428
H 1.686 3.173 1.085
H 0.378 3.055 -1.658
H 0.134 4.371 -0.474
H -2.297 3.397 -1.005
H -2.566 1.727 -0.401
H -1.540 1.983 -1.807
H -1.369 4.007 1.311
H -0.230 2.823 2.027
H -1.877 2.336 1.694
C -2.406 0.258 4.801
C -2.013 0.048 3.351
S -0.297 0.142 3.080
C -2.964 -0.203 2.419
C -4.439 -0.258 2.760
S -2.706 -0.482 0.721
H -1.509 0.407 5.395
H -2.939 -0.612 5.193
H -3.050 1.133 4.923
H -4.652 -0.202 3.826
H -4.862 -1.185 2.373
H -4.959 0.564 2.264
C 1.674 -3.769 1.593
C 2.568 -2.583 1.135
C 3.718 -3.197 0.276
C 3.208 -2.000 2.426
O 1.895 -1.645 0.435
H 2.259 -4.495 2.163
H 1.246 -4.259 0.721
H 0.868 -3.380 2.214
H 4.258 -3.969 0.831
H 4.418 -2.417 -0.020
H 3.289 -3.631 -0.624
H 3.605 -2.784 3.072
H 2.439 -1.444 2.954
H 4.020 -1.319 2.176

Its net charge is -2. The HOMO energy is 0.1 eV.

***

It is *x* that is the least stable of them.

***

*w*
This record from the OMol25 dataset describes C4H4O in the gas phase. The level of theory is wB97M-V/def2-TZVPD.

Positions of all 9 atoms, in Å:
C 1.436 0.686 0.179
C 1.790 -0.515 -0.301
C -1.980 -0.031 0.098
C 0.566 -0.461 0.651
O -0.831 -0.582 0.043
H 1.825 1.613 -0.018
H 2.225 -1.147 -1.117
H -2.903 -0.666 0.149
H -2.128 1.103 0.315

The HOMO energy (alpha / beta) is -7.9 / -7.3 eV.

***

*x*
This record from the OMol25 dataset describes 2 unconnected molecules or ions with the total composition C4H4O. The level of theory is wB97M-V/def2-TZVPD.

Positions of all 9 atoms, in Å:
C -1.374 -0.319 -0.174
C 0.747 0.857 -0.754
C -2.690 -0.320 -0.229
C 1.677 0.416 0.173
O -3.724 -0.565 -0.767
H -0.727 -0.834 0.544
H 2.436 -0.238 -0.296
H 1.392 -0.260 1.035
H 2.263 1.262 0.467

The HOMO energy (alpha / beta) is -8.3 / -8.3 eV.

***

It is *x* that is the least stable of them.

***

*w*
This record from the OMol25 dataset describes C4H4O in the gas phase. The level of theory is wB97M-V/def2-TZVPD.

Positions of all 9 atoms, in Å:
C -0.049 -1.138 0.249
C -0.713 -0.080 0.960
C -0.369 1.018 0.314
C 0.597 -0.572 -0.757
H -0.127 -2.194 0.522
H -1.360 -0.237 1.751
H -0.626 2.111 0.371
H 1.434 -1.016 -1.414
O 0.485 0.746 -0.729

Its SMILES is c1ccoc1. The HOMO energy is -9.0 eV.

***

*x*
This record from the OMol25 dataset describes a molecular structure, C4H4O. The level of theory is wB97M-V/def2-TZVPD.

Positions of all 9 atoms, in Å:
C -1.459 -0.753 0.383
C -0.712 -0.083 1.289
C 0.321 0.117 0.428
C 1.124 0.841 -0.510
O 1.487 -0.425 0.171
H -2.312 -1.391 0.549
H -1.093 -0.800 -0.657
H 1.558 1.723 -0.060
H 1.085 0.772 -1.594

The HOMO energy is -8.9 eV.

***

It is *x* that is the least stable of them.

***

*w*
This record from the OMol25 dataset describes C4H6S2 in the gas phase. The level of theory is wB97M-V/def2-TZVPD.

Positions of all 12 atoms, in Å:
C 0.269 1.298 0.146
C 0.422 -0.817 -1.543
C 0.241 -0.278 -0.130
C -0.758 -0.952 0.758
S 0.202 2.190 1.854
S 1.832 -1.152 -0.657
H 1.108 1.882 -0.225
H -0.793 1.433 -0.342
H 0.409 -0.427 -2.506
H -1.783 -0.845 0.150
H -0.750 -0.367 1.600
H -0.398 -1.964 0.895

The HOMO energy (alpha / beta) is -9.4 / -7.8 eV.

***

*x*
This record from the OMol25 dataset describes C4H6S2 in the gas phase. The level of theory is wB97M-V/def2-TZVPD.

Positions of all 12 atoms, in Å:
C -2.165 1.058 -0.205
C 0.126 -0.157 0.576
C 1.043 -0.123 1.557
C 0.601 -0.399 -0.826
H -1.742 1.947 0.327
H -3.234 1.122 -0.245
H -1.831 0.919 -1.206
H 2.138 -0.115 1.241
H 0.698 -0.034 2.591
H -0.242 -0.927 -1.413
S -1.681 -0.321 0.862
S 2.092 -0.003 -1.356

Its SMILES is C=C(C=S)SC. The HOMO energy is -8.9 eV.

***

*y*
This record from the OMol25 dataset describes C4H6S2 in the gas phase. The level of theory is wB97M-V/def2-TZVPD.

Positions of all 12 atoms, in Å:
C 1.854 -0.979 -0.005
C 1.305 0.376 -0.083
C 0.005 0.671 0.023
C -2.894 0.371 -0.032
H 2.238 -1.027 1.185
H 2.942 -0.948 -0.602
H 1.353 -1.983 -0.384
H 2.084 1.135 -0.210
H -0.247 1.825 -0.194
H -2.918 1.525 0.348
S -1.420 -0.545 -0.007
S -4.302 -0.422 -0.038

Its SMILES is C/C=C\SC=S. The HOMO energy is -8.7 eV.

***

It is *w* that is the least stable of them.

***

*w*
This record from the OMol25 dataset describes C6H6O3 in the gas phase. The level of theory is wB97M-V/def2-TZVPD.

Positions of all 15 atoms, in Å:
C 1.097 -0.109 0.112
C 1.348 1.198 0.048
C -0.313 -0.555 0.242
C -2.096 0.908 0.127
C -0.684 -1.846 0.160
C -3.101 1.268 -0.445
O -1.036 0.508 0.718
O 1.987 -1.141 0.021
O 2.612 1.639 -0.165
H -1.659 -2.037 0.311
H -0.025 -2.575 -0.121
H -3.555 1.876 -1.159
H 0.489 1.788 0.179
H 1.695 -1.956 0.535
H 3.241 1.034 -0.563

Its SMILES is C#COC(=C)/C(O)=C/O. The HOMO energy is -8.5 eV.

***

*x*
This record from the OMol25 dataset describes C6H6O3 in the gas phase. The level of theory is wB97M-V/def2-TZVPD.

Positions of all 15 atoms, in Å:
C -2.441 0.534 0.086
C -1.007 0.176 0.277
C -0.511 -0.974 0.711
C 0.941 -1.166 0.924
C 1.816 -0.475 -0.110
C 0.133 1.265 0.048
H -2.933 0.550 1.210
H -1.319 -1.862 0.939
H 1.205 -2.179 0.988
H 1.279 -0.619 2.041
H -0.316 2.013 -0.501
H 0.179 1.691 1.103
O -2.996 0.765 -0.891
O 2.812 -0.945 -0.621
O 1.223 0.710 -0.663

Its SMILES is O=CC1=CCC(=O)OC1. The HOMO energy is -10.1 eV.

***

It is *w* that is the least stable of them.

***

*w*
This record from the OMol25 dataset describes C5H11FN2 in the gas phase. The level of theory is wB97M-V/def2-TZVPD.

Positions of all 19 atoms, in Å:
C 1.187 0.216 1.619
C -0.943 0.585 0.337
C -1.139 -0.623 -0.605
C -0.445 -1.976 -0.224
C 0.912 1.919 -1.440
H 2.123 0.897 1.600
H 1.351 -0.854 1.305
H 0.535 0.204 2.575
H -1.339 0.176 1.248
H -1.651 1.364 0.087
H -0.744 -0.226 -1.576
H -2.142 -0.909 -0.841
H 0.666 -1.880 -0.050
H -0.910 -2.372 0.749
H 1.681 2.327 -2.222
H -0.118 1.777 -1.662
N 0.435 0.961 0.645
N 1.264 1.367 -0.369
F -0.723 -2.953 -1.177

Its SMILES is C=NN(C)CCCF. The HOMO energy is -8.6 eV.

***

*x*
This record from the OMol25 dataset describes 2 unconnected molecules or ions with the total composition C5H11FN2. The level of theory is wB97M-V/def2-TZVPD.

Positions of all 19 atoms, in Å:
C -1.803 -0.930 0.252
C 0.285 0.377 -0.061
C -0.577 1.501 -0.240
C 1.567 0.278 -0.921
C 1.187 -0.087 1.190
H -2.998 -0.594 -0.566
H -1.883 -0.219 1.378
H -2.072 -2.115 0.302
H -0.523 -1.082 -1.383
H -1.118 1.881 -1.114
H -1.488 1.154 0.479
H 1.293 -0.485 -1.790
H 1.994 1.147 -1.404
H 2.225 -1.508 0.263
H 1.048 0.580 2.011
H 0.905 -1.270 1.301
N -0.336 -0.883 -0.284
N 2.312 -0.356 0.243
F -0.018 2.612 0.343

The HOMO energy is -8.7 eV.

***

*y*
This record from the OMol25 dataset describes a molecular structure, C5H11FN2. The level of theory is wB97M-V/def2-TZVPD.

Positions of all 19 atoms, in Å:
C 1.713 -0.317 1.072
C 0.659 0.008 0.010
C 0.181 -1.074 -0.947
C -0.770 -0.165 0.499
C -1.870 0.810 0.072
H 2.079 0.741 1.632
H 2.586 -0.665 0.486
H 1.299 -1.011 1.911
H 2.147 1.307 -0.683
H 0.469 1.886 -1.264
H 0.734 -1.906 -1.011
H -0.091 -0.766 -1.962
H -1.773 -1.294 -0.741
H -1.049 -0.354 1.638
H -1.853 1.077 -1.073
H -1.577 1.647 0.693
N 1.077 1.386 -0.546
N -0.880 -1.481 -0.125
F -3.084 0.170 0.338

The HOMO energy is -9.1 eV.

***

It is *x* that is the least stable of them.

***

*w*
This record from the OMol25 dataset describes 2 unconnected molecules or ions with the total composition C8H12NO2. The level of theory is wB97M-V/def2-TZVPD.

Positions of all 23 atoms, in Å:
N 1.505 -1.272 1.098
C 2.444 -0.637 0.070
C 3.922 -1.312 0.320
O 4.148 -2.541 0.819
O 5.151 -0.502 0.027
H 1.549 -2.333 1.089
H 1.779 -0.871 2.027
H 0.488 -1.037 0.927
H 2.578 0.529 0.279
H 2.052 -0.716 -1.037
H 5.083 0.251 0.687
C -2.244 1.464 0.697
C -2.350 0.077 0.602
C -2.669 -0.517 -0.618
C -2.872 0.276 -1.748
C -2.763 1.663 -1.654
C -2.453 2.258 -0.432
H -1.999 1.928 1.649
H -2.184 -0.541 1.481
H -2.757 -1.598 -0.690
H -3.116 -0.188 -2.700
H -2.920 2.281 -2.535
H -2.373 3.339 -0.358

Its net charge is +1. The HOMO energy is -12.4 eV.

***

*x*
This record from the OMol25 dataset describes 2 unconnected molecules or ions with the total composition C8H12NO2. The level of theory is wB97M-V/def2-TZVPD.

Positions of all 23 atoms, in Å:
C 2.678 -0.605 -0.533
C 2.171 -0.488 0.785
C 2.666 0.655 -1.051
C 1.878 0.839 0.956
C -1.193 0.304 -1.094
C -2.574 0.904 -1.051
C -2.016 0.754 1.042
C -1.091 -1.491 0.610
N -0.966 -0.040 0.344
O 2.178 1.529 -0.160
O -2.913 1.100 0.164
H 3.018 -1.497 -1.015
H 2.069 -1.270 1.509
H 2.974 1.041 -2.002
H -1.114 -0.572 -1.740
H -0.459 1.047 -1.423
H 1.556 1.403 1.811
H -3.187 1.226 -1.868
H -2.323 0.478 2.032
H -0.323 -2.032 0.059
H -0.961 -1.680 1.674
H -2.074 -1.846 0.304
H 0.006 0.240 0.647

Its net charge is +1. The HOMO energy (alpha / beta) is -12.0 / -12.5 eV.

***

It is *x* that is the least stable of them.

***

*w*
This record from the OMol25 dataset describes C5H10O2 in the gas phase. The level of theory is wB97M-V/def2-TZVPD.

Positions of all 17 atoms, in Å:
C 0.873 -0.812 -1.603
C -0.159 -0.298 -0.592
O -1.415 -0.183 -1.211
C -0.040 -0.950 0.781
C -0.267 0.527 0.718
C 0.596 1.668 1.183
O -1.574 0.903 1.059
H 0.401 -1.734 -1.989
H 1.070 -0.182 -2.475
H 1.821 -1.148 -1.171
H -1.606 -0.990 -1.698
H -0.839 -1.594 1.141
H 0.963 -1.288 1.033
H 0.533 1.779 2.272
H 1.636 1.590 0.868
H 0.156 2.574 0.748
H -2.149 0.138 0.936

Its SMILES is C[C@]1(O)C[C@@]1(C)O. The HOMO energy is -9.1 eV.

***

*x*
This record from the OMol25 dataset describes C5H10O2 in the gas phase. The level of theory is wB97M-V/def2-TZVPD.

Positions of all 17 atoms, in Å:
C -1.604 -1.504 0.189
C -0.604 -0.359 0.014
C 0.840 -0.733 -0.185
C 1.698 0.585 -0.201
O 1.297 2.043 0.450
C -0.816 1.056 -0.469
O -0.859 0.670 0.946
H -1.515 -2.298 -0.562
H -1.429 -1.972 1.173
H -2.631 -1.130 0.198
H 0.875 -1.243 -1.173
H 1.226 -1.476 0.534
H 1.973 0.830 -1.235
H 2.538 0.492 0.448
H 0.650 1.856 1.169
H -1.806 1.250 -0.881
H 0.156 1.968 -0.409

Its SMILES is C[C@@]1(CCO)CO1. The HOMO energy is -9.2 eV.

***

*y*
This record from the OMol25 dataset describes a molecular structure, C5H10O2. The level of theory is wB97M-V/def2-TZVPD.

Positions of all 17 atoms, in Å:
C -1.063 1.966 0.057
C -0.685 0.498 -0.042
O 0.338 0.362 -1.040
C 0.553 -1.032 -1.183
C 0.637 -1.720 0.176
C -0.151 -0.046 1.263
O 1.025 0.517 1.601
H -1.437 2.317 -0.908
H -0.197 2.574 0.335
H -1.839 2.107 0.815
H -1.560 -0.098 -0.345
H 1.478 -1.152 -1.756
H -0.273 -1.465 -1.768
H 0.233 -2.737 0.151
H 1.632 -1.710 0.624
H -0.121 -1.283 1.222
H 1.431 0.903 0.799

The HOMO energy is -8.2 eV.

***

*z*
This record from the OMol25 dataset describes C5H10O2 in the gas phase. The level of theory is wB97M-V/def2-TZVPD.

Positions of all 17 atoms, in Å:
O 1.035 -0.375 1.920
C 0.006 -0.864 1.551
O -0.980 -1.191 2.439
C -0.382 -1.255 0.162
C -0.979 0.003 -0.584
C -0.054 1.203 -0.610
C 1.296 0.980 -1.293
H -0.556 -1.198 3.311
H 0.471 -1.593 -0.414
H -1.188 -1.978 0.167
H -1.894 0.256 -0.047
H -1.191 -0.383 -1.578
H 0.062 1.622 0.394
H -0.558 2.052 -1.090
H 2.028 1.702 -0.952
H 1.713 0.015 -0.998
H 1.171 1.003 -2.377

Its SMILES is CCCCC(=O)O. The HOMO energy is -10.5 eV.

***

It is *x* that is the least stable of them.